Record 1
DFT (ωB97M-V/def2-TZVPD) results for C29H32AsBF4GeN2O2PdS as an isolated structure.

Last column: Löwdin charge in e.
Geometry (Å):
Pd 1.8890 0.1027 0.7171  0.442
C 1.6111 -1.1137 -0.7963  -0.660
Ge -0.0921 -1.6638 -0.2120  0.833
C -0.2723 -0.6456 1.4939  -0.344
C 0.3410 -1.1546 2.6463  -0.124
C -0.0534 -0.7138 3.8993  -0.084
C -1.0482 0.2428 4.0212  -0.082
C -1.6124 0.8038 2.8859  -0.105
C -1.2233 0.3646 1.6366  -0.135
C -0.7714 -3.4993 0.2770  -0.262
C -1.9619 -3.6075 0.9889  -0.129
C -2.4526 -4.8409 1.3698  -0.112
C -1.7493 -5.9965 1.0593  -0.124
C -0.5474 -5.8991 0.3729  -0.113
C -0.0716 -4.6612 -0.0174  -0.111
C -1.5174 -0.9059 -1.3863  -0.258
C -2.6376 -1.6198 -1.7826  -0.114
C -3.5888 -1.0465 -2.6063  -0.118
C -3.4268 0.2545 -3.0504  -0.125
C -2.3055 0.9744 -2.6711  -0.102
C -1.3577 0.3934 -1.8510  -0.123
H 1.0960 -1.9410 2.5596  0.112
H 0.4202 -1.1199 4.7806  0.103
H -1.3724 0.5645 5.0025  0.095
H -2.3409 1.5972 2.9606  0.085
H -1.6750 0.7979 0.7530  0.088
H -2.5066 -2.7055 1.2356  0.102
H -3.3897 -4.9073 1.9091  0.089
H -2.1306 -6.9631 1.3642  0.084
H 0.0130 -6.7960 0.1386  0.090
H 0.8593 -4.5873 -0.5656  0.081
H -2.7607 -2.6348 -1.4289  0.083
H -4.4672 -1.6130 -2.8892  0.087
H -4.1732 0.7018 -3.6941  0.084
H -2.1780 1.9954 -3.0005  0.086
H -0.4764 0.9523 -1.5556  0.073
F 2.5663 0.7867 2.8446  0.013
B 3.1001 0.5691 4.1507  -1.343
F 2.9367 -0.7700 4.4579  0.112
F 4.4339 0.9068 4.1744  0.120
F 2.4116 1.3434 5.0625  0.112
O -3.3404 6.2626 1.8524  -0.071
C -3.6092 5.9280 0.5205  -0.302
N -2.4904 5.3713 -0.1936  0.067
C -1.8078 4.3192 0.4893  -0.370
O -2.2628 3.9105 1.5837  0.041
C -0.6431 3.8191 -0.1558  -0.123
C -0.2512 4.1675 -1.4851  -0.025
C 0.9002 3.6191 -1.9982  -0.069
C 1.6453 2.7165 -1.2430  -0.103
N 1.2890 2.3767 0.0214  0.053
C 0.2078 2.9183 0.5316  -0.072
H -2.9283 5.4260 2.1868  0.065
H -3.9481 6.8375 0.0134  0.119
H -4.4198 5.1803 0.4788  0.125
H -1.8458 6.0573 -0.5658  0.122
H -0.8608 4.8382 -2.0789  0.102
H 1.2288 3.8730 -3.0007  0.100
H 2.5474 2.2487 -1.6281  0.074
H -0.0284 2.6768 1.5628  0.120
C 2.5228 -0.7845 -3.4502  -0.268
As 3.3457 -1.3398 -1.6789  0.525
C 3.5781 -3.2444 -1.0636  -0.277
C 5.1500 -1.5791 -2.7325  -0.344
S 4.0912 0.1336 -0.2935  0.150
H 2.3711 -1.6658 -4.0738  0.005
H 3.1682 -0.0755 -3.9714  0.000
H 1.5550 -0.3271 -3.2445  -0.015
H 3.3045 -3.9590 -1.8422  0.007
H 2.9645 -3.3987 -0.1756  -0.005
H 4.6311 -3.3755 -0.8045  0.002
H 5.0190 -2.3656 -3.4860  -0.008
H 5.9842 -1.8596 -2.0875  -0.014
H 5.4177 -0.6533 -3.2450  -0.017

## Properties
DFT total energy	-180887.3076	eV
net charge	-2

***

Record 2
DFT (ωB97M-V/def2-TZVPD) results for C29H32BBrCl5N7OPb as an isolated structure.

Last column: Löwdin charge in e.
Geometry (Å):
Pb -0.2797 0.0781 0.1944  1.386
C 3.1563 1.3386 0.5966  -0.051
C 3.7537 -0.0036 0.9860  -0.350
C 3.9189 -0.0879 2.5088  -0.051
C 2.9853 -1.2053 0.5255  -0.265
C 3.5696 -2.4704 0.3968  -0.001
C 2.5415 -3.3083 0.0352  -0.053
N 1.4185 -2.5871 -0.0563  -0.026
N 1.6811 -1.3048 0.2477  -0.011
B 0.0597 -3.1638 -0.4906  -0.554
N -0.4232 -2.4661 -1.7683  -0.025
C -0.5485 -3.0444 -2.9683  -0.055
C -1.0755 -2.1219 -3.8458  0.001
C -1.2530 -0.9648 -3.0791  -0.278
N -0.8404 -1.1978 -1.8345  -0.022
C -1.8562 0.3461 -3.4827  -0.366
C -3.1385 0.5819 -2.6800  -0.047
C -2.1275 0.4007 -4.9828  -0.066
N -0.9840 -3.0215 0.6198  -0.029
C -1.5671 -4.0471 1.2535  -0.058
C -2.5815 -3.5524 2.0401  0.002
C -2.5621 -2.1694 1.8245  -0.277
N -1.5769 -1.8731 0.9778  -0.027
C -3.5798 -1.2096 2.3608  -0.364
C -4.2807 -0.4880 1.2108  -0.058
C -3.0121 -0.1839 3.3418  -0.079
H 3.7349 2.1428 1.0468  0.094
H 3.1599 1.4764 -0.4806  0.067
H 2.1361 1.4215 0.9495  0.029
H 4.7543 -0.0801 0.5428  0.141
H 2.9515 -0.0783 2.9978  0.036
H 4.4401 -0.9965 2.7966  0.080
H 4.4954 0.7609 2.8651  0.084
H 4.5996 -2.7176 0.5475  0.108
H 2.5313 -4.3639 -0.1416  0.120
H 0.2101 -4.3139 -0.7321  0.121
H -0.2678 -4.0662 -3.1263  0.120
H -1.3000 -2.2686 -4.8804  0.099
H -1.1558 1.1468 -3.2242  0.109
H -3.8749 -0.1844 -2.9080  0.090
H -2.9151 0.5435 -1.6168  0.042
H -3.5657 1.5546 -2.9113  0.083
H -2.8569 -0.3531 -5.2644  0.082
H -2.5223 1.3752 -5.2584  0.080
H -1.2143 0.2303 -5.5477  0.079
H -1.2358 -5.0522 1.0928  0.119
H -3.2484 -4.0987 2.6736  0.102
H -4.3171 -1.8190 2.8943  0.136
H -3.5545 0.0999 0.6560  0.049
H -4.7532 -1.1931 0.5320  0.085
H -5.0435 0.1806 1.6002  0.082
H -2.3954 0.5431 2.8197  0.048
H -3.8293 0.3471 3.8244  0.082
H -2.4181 -0.6715 4.1099  0.072
Cl 1.6998 3.7512 6.6310  0.657
C 1.2056 3.3357 5.0346  -0.729
C 0.9561 2.0113 4.6997  -0.714
Cl 1.1664 0.7808 5.8818  0.684
C 0.5598 1.6716 3.4172  -0.566
Cl 0.3042 -0.0051 3.0477  0.711
C 0.3542 2.6330 2.3935  -0.541
O -0.0493 2.3680 1.2201  -0.311
C 0.6759 3.9677 2.7741  -0.614
Cl 0.5634 5.1588 1.5379  0.699
C 1.0749 4.3137 4.0478  -0.716
Cl 1.4326 5.9463 4.4292  0.684
Br 2.2923 3.3556 -5.7289  0.758
C 1.7711 2.5147 -4.1067  -0.668
C 1.0020 3.2004 -3.1794  -0.083
C 0.6404 2.5319 -2.0192  -0.133
N 0.9892 1.2763 -1.7807  -0.046
C 1.7327 0.6335 -2.6675  -0.142
C 2.1601 1.2091 -3.8509  -0.086
H 0.6890 4.2163 -3.3572  0.108
H 0.0603 3.0130 -1.2449  0.107
H 2.0036 -0.3833 -2.4182  0.116
H 2.7727 0.6598 -4.5495  0.107

## Properties
DFT total energy	-181653.2043	eV
net charge	0

***

Record 3
DFT (ωB97M-V/def2-TZVPD) results for C29H32BaN9O6Se as an isolated structure.

Last column: Löwdin spin population.
Geometry (Å):
Ba 0.0778 0.0450 0.1103  0.000
O -1.2648 -1.3270 4.5821  0.001
C -0.6024 -0.7613 3.4864  0.003
O -1.1733 -0.8769 2.3357  0.002
C 0.6631 -0.3046 3.6784  0.001
C 1.3523 -0.3583 4.8726  0.002
C 2.7109 -0.2189 4.9732  0.000
C 3.4162 0.1216 3.7780  0.004
C 2.6944 0.3737 2.5900  0.000
N 1.3722 0.0727 2.4785  0.003
C 3.3846 0.8997 1.2695  0.001
O 4.2606 1.7486 1.3388  0.000
O 2.8260 0.3764 0.2379  0.004
H -1.9704 -1.9034 4.2418  0.000
H 0.7566 -0.5782 5.7702  0.000
H 3.1279 -0.2811 5.9468  0.000
H 4.5222 0.2899 3.7426  0.000
N -6.3522 -4.2132 -2.8506  0.000
C -5.8579 -3.9245 -1.6044  0.000
O -6.3519 -4.5376 -0.6380  0.000
C -4.7636 -2.8721 -1.3901  0.000
C -4.3466 -2.0248 -2.4090  0.000
C -3.2768 -1.1866 -2.1255  0.000
N -2.5402 -1.1540 -1.0276  0.000
C -2.9916 -1.9722 -0.0797  0.000
C -4.0946 -2.8526 -0.2321  0.000
H -6.9049 -5.0467 -2.9515  0.000
H -5.9005 -3.9487 -3.6946  0.000
H -4.9054 -2.0112 -3.3315  0.000
H -2.8099 -0.6487 -2.9015  0.000
H -2.4223 -2.0098 0.9031  0.000
H -4.3699 -3.5841 0.5918  0.000
Se 3.2724 -1.9421 -1.0735  0.215
N 1.5228 -2.2473 -0.8712  0.218
C 1.2972 -3.4846 -1.3784  0.018
C 0.0139 -4.0714 -1.3418  0.041
C -0.1577 -5.2650 -1.9074  0.060
C 0.9117 -5.9457 -2.5797  0.044
C 2.1886 -5.4313 -2.5264  0.057
C 2.4271 -4.1749 -1.8888  0.009
N 3.5987 -3.4733 -1.9582  0.288
H -0.8257 -3.5926 -0.8310  0.000
H -1.1636 -5.6839 -2.0409  0.004
H 0.6367 -6.8906 -3.1019  0.002
H 3.0313 -5.9093 -3.0958  0.001
O 1.3324 0.4355 -2.2383  0.003
N 2.4438 0.8295 -2.8418  0.007
C 3.0327 1.9244 -2.3602  0.002
C 4.1376 2.4808 -2.9306  0.001
C 4.6256 1.8828 -4.1222  0.000
C 3.9370 0.7309 -4.6024  0.002
C 2.8757 0.1696 -3.9021  0.006
H 2.6429 2.2955 -1.4362  0.000
H 4.5036 3.4345 -2.5770  0.000
H 5.4664 2.3115 -4.6660  0.000
H 4.3083 0.2432 -5.4744  0.000
H 2.3433 -0.7549 -4.2181  0.000
C 0.9727 4.7895 2.3583  0.000
N 0.3079 4.3409 1.0469  0.000
C 1.2512 3.8371 -0.0031  0.000
C -0.9082 3.6724 1.1033  0.000
N -1.1045 2.6877 0.2756  0.000
N -1.8162 4.1082 2.0901  0.000
C -2.2029 5.4910 2.0567  0.000
C -2.7341 3.2270 2.8186  0.000
H 0.3177 5.6179 2.7627  0.000
H 1.9900 5.1102 2.1277  0.000
H 0.9083 3.9382 3.0099  0.000
H 1.6485 2.8572 0.2406  0.000
H 2.1149 4.5340 -0.1757  0.000
H 0.6757 3.6777 -0.8555  0.000
H -2.0849 2.4536 0.3388  0.000
H -3.2213 5.3937 1.6224  0.000
H -1.6051 6.1303 1.4240  0.000
H -2.2902 5.9740 3.0005  0.000
H -2.3971 2.2399 2.6384  0.000
H -3.7741 3.3515 2.4583  0.000
H -2.7161 3.3659 3.9345  0.000

## Properties
<S²>	0.77
2S+1	2
energy above the lowest of the compared OMol25 structures with the same formula, charge and spin	222.4	kJ/mol
net charge	0